1.
A molecular structure, ClH4NSi at a distorted geometry. Source: the Open Molecules 2025 dataset; level of theory: ωB97M-V/def2-TZVPD.

```
7
Properties=species:S:1:pos:R:3:nbo_charge:R:1
N -0.81005 0.72883 0.18941 -1.305
Si 0.13372 -0.66198 -0.11216 1.437
Cl 2.69606 -0.04302 0.33897 -0.597
H -1.72636 0.63376 0.33679 0.385
H -0.58451 1.67031 0.08046 0.418
H 0.24258 -0.52988 -1.56330 -0.174
H 0.04856 -1.79802 0.72984 -0.165
```

For the total energy, the calculation gives -806.8293 Ha. The gap between HOMO and LUMO is 9.647 eV. As for the total charge: 0.

***

2.
A single ClH5OSi2 molecule at a distorted geometry. Source: the Open Molecules 2025 dataset; level of theory: ωB97M-V/def2-TZVPD.

```
9
Properties=species:S:1:pos:R:3:nbo_charge:R:1
Si 1.74547 0.52178 -0.21588 1.152
O -0.20464 0.50278 0.67299 -1.260
Si -1.49472 -0.35235 0.31997 1.446
Cl -1.29572 -1.43089 -1.32578 -0.427
H 2.26022 0.89268 1.09291 -0.154
H 1.64818 -0.94765 -0.50393 -0.131
H 1.85441 1.53471 -1.23837 -0.161
H -2.64291 0.57908 -0.10732 -0.231
H -1.87029 -1.30015 1.30540 -0.233
```

Its SMILES is [SiH3]O[SiH2]Cl. For the total energy, the calculation gives -1117.4447 Ha. The gap between HOMO and LUMO is 9.593 eV. As for the total charge: 0.

***

3.
A single ClH8N3Si2 molecule at a distorted geometry. Source: the Open Molecules 2025 dataset; level of theory: ωB97M-V/def2-TZVPD.

```
14
Properties=species:S:1:pos:R:3:nbo_charge:R:1
N -1.70235 0.25972 -1.94791 -1.319
Si -1.30150 0.14938 -0.28284 1.943
N -1.72467 1.84898 0.78640 -1.207
Cl -2.48610 -1.25189 0.67978 -0.401
N 0.40271 -0.24608 -0.25070 -1.533
Si 1.28050 -1.48944 0.50653 1.126
H -1.96566 1.16642 -2.31736 0.406
H -1.09949 -0.19987 -2.59789 0.403
H -2.78744 1.93810 0.89882 0.371
H -1.43938 1.50035 1.70359 0.357
H 1.01817 0.51273 -0.53382 0.424
H 2.20383 -1.55674 -0.66174 -0.191
H 0.38989 -2.53062 0.73919 -0.185
H 2.03318 -1.16314 1.78854 -0.192
```

Its SMILES is N[Si](N)(Cl)N[SiH3]. For the total energy, the calculation gives -1208.3589 Ha. The gap between HOMO and LUMO is 10.180 eV. As for the total charge: 0.

***

4.
A molecular structure, ClH8O4Zn at a distorted geometry. Source: the Open Molecules 2025 dataset; level of theory: ωB97M-V/def2-TZVPD.

```
14
Properties=species:S:1:pos:R:3:nbo_charge:R:1
Zn 3.30260 -1.26791 -0.08236 1.573
Cl 1.18449 -0.83707 0.14751 -0.574
O -0.53289 1.87445 -0.87062 -0.926
H 0.24567 1.56825 -0.39854 0.453
H -0.23013 2.07094 -1.76161 0.475
O -2.33161 -0.30819 0.44202 -0.915
H -1.38948 -0.47454 0.50018 0.429
H -2.39389 0.61008 0.15666 0.489
O 0.87184 -0.66581 3.41777 -0.936
H -0.03714 -0.86233 3.66532 0.487
H 0.82492 -0.37003 2.50655 0.446
O 0.07905 -0.62719 -2.90907 -0.913
H 0.46992 0.24201 -2.79737 0.452
H -0.06334 -0.95266 -2.01643 0.460
```

For the total energy, the calculation gives -2544.9047 Ha. The gap between HOMO and LUMO is 4.216 eV. As for the total charge: +1.

***

5.
2 unconnected molecules or ions with the total composition ClHN2O4S at a distorted geometry. Source: the Open Molecules 2025 dataset; level of theory: ωB97M-V/def2-TZVPD.

```
9
Properties=species:S:1:pos:R:3:nbo_charge:R:1
N 1.33429 0.19759 -0.05174 -0.876
N -1.99471 -0.60639 0.06209 0.748
O -3.06293 -1.07813 0.18966 -0.329
O -1.67398 0.53363 0.05274 -0.406
O 2.56638 2.38159 -0.48684 -0.831
O -0.94680 -1.46866 -0.02392 -0.543
S 1.37328 1.58765 -0.68637 1.514
Cl 2.51273 -0.51851 0.90100 0.212
H -0.10826 -1.02877 0.04336 0.509
```

For the total energy, the calculation gives -1269.2544 Ha. The gap between HOMO and LUMO is 9.781 eV. As for the total charge: 0.

***

6.
2 unconnected molecules or ions with the total composition ClHNO3P at a distorted geometry. Source: the Open Molecules 2025 dataset; level of theory: ωB97M-V/def2-TZVPD.

```
7
Properties=species:S:1:pos:R:3:nbo_charge:R:1
N 1.38009 0.29649 -0.87171 -1.009
O -1.09805 -1.45941 -0.45596 -1.190
O -1.96448 1.00031 -0.31275 -1.192
O -0.82660 -0.02797 1.64909 -1.190
P -1.08243 -0.12739 0.17892 2.437
Cl 2.46146 0.90321 0.40374 -0.153
H 1.13001 -0.58524 -0.59132 0.296
```

For the total energy, the calculation gives -1082.6280 Ha. The gap between HOMO and LUMO is 5.847 eV. As for the total charge: -2.

***

7.
2 unconnected molecules or ions with the total composition ClHNO3P at a distorted geometry. Source: the Open Molecules 2025 dataset; level of theory: ωB97M-V/def2-TZVPD.

```
7
Properties=species:S:1:pos:R:3:nbo_charge:R:1
N -1.66814 -1.40373 0.42735 0.414
O -1.61283 1.70260 -0.40320 -1.016
O -0.98051 -0.46899 1.04733 -0.509
O -1.80732 -1.11089 -0.76975 -0.426
P -0.69732 0.66197 -0.56181 1.535
Cl 3.10065 0.81431 0.45472 -0.281
H 3.66547 -0.19527 -0.19464 0.283
```

For the total energy, the calculation gives -1082.5417 Ha. The gap between HOMO and LUMO is 9.790 eV. As for the total charge: 0.

***

8.
2 unconnected molecules or ions with the total composition ClHO3S at a distorted geometry. Source: the Open Molecules 2025 dataset; level of theory: ωB97M-V/def2-TZVPD.

```
6
Properties=species:S:1:pos:R:3:nbo_charge:R:1
O -1.08256 0.93251 0.51668 -0.825
S -0.71872 -0.41818 0.21094 2.421
O -0.31212 -1.21612 1.32289 -0.826
O -0.80492 -1.04011 -1.08312 -0.815
Cl 1.85918 0.67480 -0.02649 -0.228
H 1.05913 1.06709 -0.94089 0.272
```

Its SMILES is O=S(=O)=O.Cl. For the total energy, the calculation gives -1084.6572 Ha. The gap between HOMO and LUMO is 11.814 eV. As for the total charge: 0.